[1]
Molecular formula: C2H8O2
Method: DFT, ωB97M-V with the def2-TZVPD basis set

Each line ends with the Mulliken charge.
Atoms and positions in Å:
C: -1.296 1.023 -1.585  -0.441
O: 0.010 1.119 -2.161  -0.496
H: -1.226 0.636 -0.582  0.170
H: -1.757 0.214 -2.141  0.221
H: -1.822 1.973 -1.537  0.260
H: 0.545 1.749 -1.669  0.284
C: 1.029 -0.547 1.888  -0.453
O: 0.269 -1.722 1.668  -0.498
H: 2.086 -0.737 2.128  0.277
H: 0.630 0.026 2.727  0.267
H: 1.010 0.089 1.005  0.113
H: 0.114 -2.134 2.520  0.299

Computed properties:
* HOMO-LUMO gap: 11.2 eV
* LUMO: 0.8 eV
* energy relative to the best compared isomer or geometry (same formula, charge and spin): 19.87 kcal per mole
* max |F|: 1.180 eV/Å
* electronic energy: -231.43064 a.u.
* charge: 0

[2]
Molecular formula: C20H27Cl2NS2Tc
Method: DFT, ωB97M-V with the def2-TZVPD basis set

Each line ends with the Mulliken charge.
Atoms and positions in Å:
Tc: -0.501 0.180 -0.008  0.085
Cl: -0.833 0.021 2.361  0.002
C: -1.587 1.548 2.838  1.019
C: -1.888 1.758 4.165  -0.979
C: -2.478 2.975 4.488  -0.371
C: -2.744 3.921 3.512  -0.672
C: -2.425 3.669 2.183  0.323
Cl: -2.755 4.846 0.974  -0.160
C: -1.835 2.455 1.827  0.022
S: -1.412 2.092 0.144  0.023
H: -1.670 1.019 4.922  0.503
H: -2.729 3.185 5.518  0.427
H: -3.202 4.865 3.771  0.458
C: -0.833 -2.386 -3.741  -1.638
C: 0.228 -2.195 -2.700  -0.016
C: 1.086 -3.215 -2.335  -0.632
C: 2.099 -3.056 -1.370  0.531
C: 3.007 -4.203 -1.051  -1.655
C: 2.244 -1.838 -0.727  -1.283
C: 1.415 -0.770 -1.099  1.449
C: 0.415 -0.947 -2.086  -0.248
N: 1.280 0.452 -0.420  0.570
C: 2.346 1.484 -0.148  1.065
C: 3.738 0.885 -0.298  -1.870
C: 2.118 2.570 -1.201  -1.474
C: 2.151 2.020 1.265  -1.430
H: -0.432 -2.889 -4.619  0.477
H: -1.255 -1.435 -4.062  0.357
H: -1.642 -3.008 -3.352  0.328
H: 0.992 -4.179 -2.820  0.525
H: 2.523 -5.158 -1.243  0.426
H: 3.334 -4.176 -0.013  0.396
H: 3.899 -4.152 -1.679  0.339
H: 2.976 -1.719 0.057  0.423
H: -0.059 -0.061 -2.516  0.642
H: 3.879 0.414 -1.270  0.449
H: 3.963 0.174 0.494  0.359
H: 4.460 1.696 -0.218  0.485
H: 2.273 2.180 -2.206  0.386
H: 2.830 3.378 -1.036  0.486
H: 1.115 2.993 -1.131  0.226
H: 2.234 1.222 2.003  0.343
H: 1.191 2.526 1.382  0.257
H: 2.931 2.752 1.473  0.466
C: -2.998 -2.142 1.050  -1.122
S: -2.317 -1.451 -0.478  0.475
C: -3.733 -0.485 -1.060  -1.048
H: -3.779 -2.846 0.769  0.425
H: -3.408 -1.359 1.684  0.342
H: -2.203 -2.679 1.561  0.372
H: -4.084 0.187 -0.281  0.339
H: -4.506 -1.197 -1.341  0.463
H: -3.420 0.079 -1.935  0.334

Computed properties:
* HOMO-LUMO gap (spin up / spin down): 6.4 / 6.8 eV
* LUMO (spin up / spin down): -8.4 / -8.2 eV
* spin multiplicity: 2
* energy relative to the best compared isomer or geometry (same formula, charge and spin): 0.00 kcal per mole
* max |F|: 0.704 eV/Å
* electronic energy: -2630.03876 a.u.
* charge: +2
* ⟨S²⟩: 0.774

[3]
Molecular formula: C3H23NO11
Method: DFT, ωB97M-V with the def2-TZVPD basis set

Each line ends with the Mulliken charge.
Atoms and positions in Å:
C: 0.642 1.675 -2.174  -0.110
N: 0.566 0.425 -1.613  0.527
C: -0.202 0.212 -0.432  0.506
C: -1.677 0.030 -0.803  -0.031
O: -2.305 -0.878 -0.373  -0.407
O: 0.012 2.625 -1.753  -0.459
H: 1.280 1.750 -3.063  0.409
H: 1.045 -0.407 -2.007  0.249
H: -0.048 1.066 0.250  -0.188
H: 0.189 -0.663 0.095  -0.080
H: -2.162 0.779 -1.457  0.360
H: 3.689 -1.549 -0.514  0.290
H: 2.254 -1.364 -1.126  0.346
O: 2.796 -1.235 -0.312  -0.650
H: 3.056 0.744 2.035  0.287
H: 2.426 0.119 0.766  0.367
O: 2.293 0.800 1.457  -0.660
H: -1.312 2.770 -0.591  0.396
H: -1.954 3.771 0.381  0.341
O: -2.048 2.869 0.046  -0.660
H: 1.518 -2.594 1.171  0.343
H: 0.080 -2.564 1.782  0.434
O: 0.754 -3.165 1.382  -0.775
H: -0.148 2.342 2.405  0.407
H: 1.299 2.257 1.816  0.352
O: 0.633 2.871 2.176  -0.659
H: 0.001 -3.485 -0.115  0.498
H: -1.224 -2.975 -0.865  0.315
O: -0.374 -3.419 -1.053  -0.770
H: -2.319 1.455 2.875  0.258
H: -1.868 1.809 1.424  0.363
O: -1.609 1.299 2.235  -0.647
H: -1.813 -1.487 1.321  0.359
H: -1.191 -0.480 2.280  0.418
O: -1.256 -1.450 2.104  -0.749
H: 1.523 -2.272 -3.149  0.261
H: 0.528 -2.457 -1.848  0.398
O: 1.147 -1.819 -2.374  -0.642

Computed properties:
* HOMO-LUMO gap (spin up / spin down): 9.1 / 4.1 eV
* LUMO (spin up / spin down): -4.4 / -9.2 eV
* spin multiplicity: 2
* energy relative to the best compared isomer or geometry (same formula, charge and spin): 0.00 kcal per mole
* max |F|: 2.310 eV/Å
* electronic energy: -1010.19857 a.u.
* charge: +1
* ⟨S²⟩: 0.766

[4]
Molecular formula: C19H15BrI2N2ORe
Method: DFT, ωB97M-V with the def2-TZVPD basis set

Each line ends with the Mulliken charge.
Atoms and positions in Å:
Re: 0.521 0.127 -1.685  0.996
I: -3.421 -5.051 -4.799  0.200
C: -2.732 -3.358 -3.801  -0.503
C: -3.059 -2.095 -4.272  -0.083
C: -2.592 -0.960 -3.617  -0.418
I: -2.979 0.947 -4.346  0.152
C: -1.821 -1.118 -2.481  0.715
O: -1.317 0.014 -1.841  -0.553
C: -1.480 -2.378 -1.991  0.625
C: -0.778 -2.502 -0.675  -1.028
N: 0.440 -1.607 -0.514  -0.449
C: 1.750 -2.301 -0.636  -0.783
C: 2.814 -1.259 -0.406  0.749
C: 4.056 -1.525 0.126  -0.857
C: 4.953 -0.476 0.288  -0.220
C: 4.578 0.808 -0.079  -0.815
C: 3.317 1.009 -0.598  0.039
N: 2.448 -0.007 -0.762  -0.197
C: -1.943 -3.498 -2.664  -0.744
H: -3.670 -1.984 -5.157  0.387
H: -1.460 -2.212 0.126  0.407
H: -0.467 -3.530 -0.496  0.438
H: 0.392 -1.291 0.460  0.466
H: 1.823 -3.110 0.091  0.634
H: 1.817 -2.729 -1.638  0.276
H: 4.320 -2.534 0.414  0.501
H: 5.934 -0.660 0.707  0.455
H: 5.249 1.646 0.040  0.433
H: 2.972 1.991 -0.894  0.496
H: -1.705 -4.487 -2.292  0.415
Br: 2.342 1.796 -7.606  -0.031
C: 1.827 1.122 -5.948  0.090
C: 2.045 -0.246 -5.673  -0.560
C: 1.671 -0.768 -4.464  -0.287
C: 1.075 0.081 -3.515  0.598
C: 0.840 1.440 -3.810  -0.702
C: 1.229 1.974 -5.022  -0.836
H: 2.506 -0.866 -6.430  0.475
H: 1.826 -1.817 -4.243  0.465
H: 0.313 2.093 -3.096  0.572
H: 1.049 3.010 -5.268  0.481

Computed properties:
* HOMO-LUMO gap (spin up / spin down): 5.0 / 5.3 eV
* LUMO (spin up / spin down): -8.6 / -8.3 eV
* spin multiplicity: 2
* energy relative to the best compared isomer or geometry (same formula, charge and spin): 0.00 kcal per mole
* max |F|: 0.708 eV/Å
* electronic energy: -4164.82757 a.u.
* charge: +2
* ⟨S²⟩: 0.760

[5]
Molecular formula: C12H26Cl3Ge2N2O3PPdSSe
Method: DFT, ωB97M-V with the def2-TZVPD basis set

Each line ends with the Mulliken charge.
Atoms and positions in Å:
Pd: -0.193 1.059 -0.442  -0.291
C: -0.416 -3.200 -1.696  -0.812
C: -1.694 -2.403 -1.761  -0.293
O: -1.950 -1.690 -0.516  -0.367
P: -1.148 -0.770 0.448  0.783
O: -2.223 -0.369 1.486  -0.166
C: -3.690 -0.349 1.325  -0.159
C: -4.278 -1.567 1.985  -1.273
O: -0.040 -1.582 1.178  0.215
C: -0.379 -2.727 2.042  -0.105
C: 0.858 -3.570 2.184  -1.359
H: -0.253 -3.692 -2.656  0.433
H: -0.465 -3.967 -0.923  0.277
H: 0.448 -2.562 -1.497  0.097
H: -2.568 -3.041 -1.868  0.415
H: -1.691 -1.669 -2.561  0.180
H: -3.914 -0.303 0.262  0.345
H: -3.987 0.582 1.799  0.383
H: -3.984 -2.482 1.470  0.289
H: -5.365 -1.494 1.954  0.424
H: -3.973 -1.626 3.029  0.314
H: -1.201 -3.276 1.582  0.320
H: -0.711 -2.310 2.991  0.320
H: 1.168 -3.981 1.224  0.299
H: 0.651 -4.397 2.863  0.416
H: 1.677 -2.984 2.600  0.326
S: -0.015 1.723 1.793  -0.219
C: -1.546 2.392 1.999  0.575
N: -2.595 2.852 2.144  -0.494
Se: 0.111 0.342 -2.815  -0.034
C: -0.657 1.849 -3.480  0.418
N: -1.113 2.834 -3.889  -0.559
C: 3.120 3.153 0.845  -1.096
Ge: 3.139 1.754 -0.508  0.626
C: 4.717 0.621 -0.274  -1.277
C: 3.047 2.452 -2.320  -1.034
C: 1.734 0.361 -0.154  -1.299
H: 4.121 3.586 0.886  0.417
H: 2.885 2.761 1.834  0.362
H: 2.417 3.950 0.610  0.295
H: 5.610 1.231 -0.409  0.391
H: 4.739 -0.185 -1.007  0.386
H: 4.745 0.191 0.727  0.393
H: 3.970 2.994 -2.528  0.392
H: 2.213 3.141 -2.445  0.312
H: 2.953 1.648 -3.048  0.343
H: 1.762 0.008 0.874  0.623
H: 1.869 -0.493 -0.817  0.497
Cl: -2.711 1.938 -0.992  -0.234
Ge: -2.029 3.922 -1.826  0.623
Cl: -0.014 3.912 -0.911  -0.196
Cl: -3.152 5.432 -0.790  -0.221

Computed properties:
* HOMO-LUMO gap (spin up / spin down): 6.5 / 6.7 eV
* LUMO (spin up / spin down): -5.3 / -5.6 eV
* spin multiplicity: 2
* energy relative to the best compared isomer or geometry (same formula, charge and spin): 30.30 kcal per mole
* max |F|: 0.300 eV/Å
* electronic energy: -9611.21843 a.u.
* charge: +1
* ⟨S²⟩: 0.755

[6]
Molecular formula: C5H5ClFN
Method: DFT, ωB97M-V with the def2-TZVPD basis set

Each line ends with the Mulliken charge.
Atoms and positions in Å:
N: 2.287 -1.761 0.529  -0.440
C: 1.992 -0.692 0.077  0.259
C: 1.578 0.549 -0.477  -0.274
C: 0.298 1.156 -0.218  -0.104
C: -1.108 0.497 0.013  -0.617
C: -1.111 -0.953 0.323  0.036
F: -0.414 -1.094 1.532  -0.264
Cl: -0.339 -1.738 -1.059  -0.126
H: 2.213 1.452 -0.909  0.251
H: 0.109 2.220 -0.461  0.314
H: -1.578 1.033 0.937  0.278
H: -1.795 0.579 -0.849  0.320
H: -2.132 -1.246 0.561  0.367

Computed properties:
* HOMO-LUMO gap: 9.7 eV
* LUMO: -0.1 eV
* energy relative to the best compared isomer or geometry (same formula, charge and spin): 40.44 kcal per mole
* max |F|: 6.306 eV/Å
* electronic energy: -808.24398 a.u.
* charge: 0